C41H41Cl3N13O2Zr | wB97M-V/def2-TZVPD

HOMO-LUMO gap	4.73	eV
energy relative to the best compared isomer or geometry (same formula, charge and spin)	33.1	kcal/mol
total charge	+3
highest occupied orbital energy	-13.7	eV
total energy	-3876.23295	Ha
LUMO	-0.328	Ha

Geometry as XYZ:
```
101
C41H41Cl3N13O2Zr (wB97M-V/def2-TZVPD)
Zr 0.92 -0.17 2.48
C -1.61 0.15 4.50
C -1.13 -1.24 4.91
N 0.15 -1.62 4.22
C 0.06 -2.99 3.64
C -0.85 -2.94 2.43
N -0.50 -1.76 1.59
C -1.67 -1.03 1.03
C -2.36 -0.28 2.17
N -1.36 0.39 3.06
H -1.08 0.91 5.07
H -2.67 0.25 4.74
H -1.89 -1.98 4.67
H -1.00 -1.27 5.99
H 0.88 -1.66 4.92
H -0.31 -3.71 4.37
H 1.06 -3.30 3.34
H -1.89 -2.87 2.72
H -0.74 -3.87 1.85
H 0.08 -2.10 0.83
H -2.39 -1.70 0.56
H -1.30 -0.33 0.28
H -2.96 -0.96 2.77
H -3.05 0.45 1.74
H -1.48 1.40 2.93
N 0.64 1.98 1.83
C 0.53 2.88 2.99
C 0.07 4.16 2.89
C 0.06 5.02 4.01
C 0.58 4.59 5.20
C 1.08 3.27 5.33
C 1.70 2.80 6.51
C 2.19 1.52 6.55
C 2.00 0.69 5.45
N 1.39 1.07 4.34
C 1.00 2.39 4.24
H -0.15 2.15 1.21
H 1.45 2.30 1.30
H -0.27 4.54 1.93
H -0.32 6.02 3.91
H 0.61 5.25 6.06
H 1.79 3.46 7.37
H 2.71 1.15 7.42
H 2.38 -0.32 5.47
C 3.16 -2.01 -2.55
N 2.60 -1.03 -1.62
C 1.60 -1.17 -0.78
N 1.53 -0.11 0.04
C 2.56 0.68 -0.43
N 3.21 0.16 -1.43
C 2.41 -2.33 -3.83
C 3.03 -3.29 -4.61
C 2.46 -3.71 -5.80
C 1.25 -3.18 -6.20
C 0.61 -2.22 -5.43
C 1.20 -1.77 -4.23
C -0.67 -1.74 -5.95
N -1.30 -2.28 -6.94
N -2.45 -1.56 -7.12
C -2.46 -0.64 -6.23
O -1.35 -0.69 -5.43
C -3.50 0.38 -6.05
C -4.70 0.23 -6.75
C -5.69 1.19 -6.62
C -5.49 2.29 -5.80
C -4.30 2.44 -5.11
C -4.09 3.65 -4.23
N -4.00 3.27 -2.82
C -3.01 2.68 -2.16
N -3.34 2.49 -0.90
C -4.60 3.01 -0.85
N -5.03 3.49 -1.99
C -3.30 1.49 -5.24
H 3.28 -2.94 -1.98
H 4.15 -1.64 -2.79
H 0.97 -2.04 -0.80
H 2.83 1.65 -0.05
H 3.98 -3.72 -4.29
H 2.96 -4.45 -6.41
H 0.78 -3.50 -7.12
H 0.69 -1.01 -3.64
H -4.83 -0.64 -7.38
H -6.61 1.08 -7.16
H -6.27 3.03 -5.70
H -4.93 4.32 -4.30
H -3.18 4.19 -4.50
H -2.07 2.40 -2.61
H -5.21 3.04 0.04
H -2.35 1.61 -4.74
Cl 7.82 -2.40 1.15
C 6.15 -2.17 1.42
C 5.70 -0.94 1.88
C 4.35 -0.80 2.10
Cl 3.63 0.72 2.61
C 3.43 -1.82 1.92
O 2.13 -1.63 2.24
C 3.90 -3.02 1.39
Cl 2.75 -4.25 1.01
C 5.25 -3.20 1.15
H 6.39 -0.12 2.06
H 5.61 -4.14 0.75
```